ORCA calculation (ωB97M-V/def2-TZVPD) on 3 unconnected molecules or ions with the total composition C6H10O2S at a distorted geometry.

Cartesian coordinates (Å):
C (1.96, 0.38, -0.81)
C (1.50, 0.14, 0.27)
C (-3.45, 0.14, -1.13)
C (-4.14, 1.27, -1.30)
C (0.01, -1.45, 1.42)
C (0.84, -0.15, 1.47)
O (4.88, 1.33, 0.54)
O (5.51, -0.77, -0.63)
S (5.00, 0.58, -0.69)
H (2.07, 0.52, -1.85)
H (-4.00, -0.80, -1.22)
H (-2.35, 0.03, -1.11)
H (-5.24, 1.42, -1.53)
H (-3.48, 2.16, -1.34)
H (0.19, -2.11, 2.22)
H (0.20, -2.01, 0.50)
H (-1.09, -1.24, 1.36)
H (1.45, -0.08, 2.27)
H (0.16, 0.65, 1.57)

## Properties
E_LUMO = -0.87 eV
spin multiplicity = 1
E = -783.141421 Eh
energy relative to the best compared isomer or geometry (same formula, charge and spin) = 3.130 eV